(1)
Molecular formula: C25H48Cl3N4O4SiTl
Method: DFT, wB97M-V/def2-TZVPD

Results
- orbital gap (eV) = 7.8903
- energy above the lowest of the compared OMol25 structures with the same formula, charge and spin (kJ/mol) = 114.1
- charge = 0

Last column: Löwdin charge in e.
Element x y z (Å)
C (2.575, -1.954, -4.130)  -0.03
C (1.754, -1.418, -5.273)  -0.23
H (2.710, -3.040, -4.240)  0.07
H (2.070, -1.738, -3.173)  0.08
H (3.573, -1.481, -4.100)  0.09
C (1.578, -2.000, -6.470)  -0.10
C (2.210, -3.280, -6.916)  -0.10
H (0.944, -1.499, -7.212)  0.11
H (2.233, -4.029, -6.111)  0.07
H (3.239, -3.125, -7.278)  0.08
H (1.640, -3.693, -7.754)  0.07
Tl (0.154, -0.024, 3.317)  0.42
Cl (1.779, 1.786, 4.247)  0.03
Cl (1.459, -0.669, 1.309)  0.01
C (-0.155, 2.302, 1.567)  -0.34
O (-1.035, 1.657, 2.234)  -0.14
N (-0.612, 3.252, 0.782)  -0.17
C (-2.042, 3.262, 0.457)  0.00
C (0.261, 4.273, 0.252)  -0.02
H (0.950, 2.103, 1.584)  0.09
H (-2.599, 2.627, 1.162)  0.10
H (-2.178, 2.889, -0.573)  0.08
H (-2.385, 4.299, 0.503)  0.09
H (1.256, 4.114, 0.692)  0.11
H (-0.141, 5.249, 0.543)  0.10
H (0.297, 4.177, -0.839)  0.09
H (0.259, -4.643, 1.974)  0.11
H (-0.725, -2.931, 0.135)  0.08
C (-0.698, -4.575, 2.513)  -0.05
C (-1.663, -3.174, 0.664)  -0.02
N (-1.408, -3.374, 2.093)  -0.17
H (-0.522, -4.506, 3.593)  0.05
C (-1.659, -2.387, 2.942)  -0.38
O (-1.789, -1.178, 2.555)  -0.14
H (-2.393, -2.362, 0.539)  0.10
H (-1.778, -2.655, 4.010)  0.11
H (-1.319, -5.446, 2.265)  0.09
H (-2.067, -4.116, 0.274)  0.09
O (-0.247, -0.328, -4.455)  -0.19
C (1.051, -0.086, -4.996)  -0.31
C (-0.199, 0.818, -7.029)  -0.04
C (0.966, 0.782, -6.252)  -0.20
H (-1.079, 0.239, -6.712)  0.12
C (-0.209, 1.601, -8.192)  -0.08
H (1.658, 0.448, -4.247)  0.14
C (2.121, 1.492, -6.629)  -0.03
H (-1.122, 1.636, -8.791)  0.10
C (0.932, 2.322, -8.573)  -0.10
C (2.097, 2.264, -7.791)  -0.09
H (3.019, 1.401, -5.999)  0.12
H (0.915, 2.933, -9.481)  0.10
H (2.993, 2.821, -8.076)  0.10
Si (-1.000, 0.542, -3.242)  0.41
Cl (0.844, -2.342, 4.646)  0.02
C (-2.821, 0.225, -3.472)  -0.15
C (-0.587, 2.373, -3.424)  -0.15
C (-0.412, -0.077, -1.581)  -0.17
H (-3.102, 0.325, -4.528)  0.03
H (-3.405, 0.941, -2.879)  0.03
H (-3.066, -0.793, -3.141)  0.04
H (-0.648, -1.142, -1.451)  0.02
H (-0.910, 0.471, -0.770)  0.02
H (0.668, 0.047, -1.440)  0.01
H (-0.745, 2.715, -4.458)  0.04
H (0.457, 2.590, -3.150)  0.03
H (-1.244, 2.962, -2.766)  0.01
C (-2.368, 0.189, 6.314)  -0.04
N (-1.341, 0.090, 7.333)  -0.14
C (-1.659, 0.106, 8.703)  -0.07
C (-0.035, 0.039, 6.891)  -0.42
O (-0.115, 0.202, 5.650)  -0.28
N (1.198, -0.119, 7.488)  -0.10
C (1.386, -0.210, 8.895)  -0.08
C (2.499, -0.112, 6.768)  -0.08
H (-3.317, 0.255, 6.826)  0.08
H (-2.417, -0.692, 5.640)  0.09
H (-2.279, 1.080, 5.660)  0.10
H (-1.356, -0.843, 9.120)  0.09
H (-1.146, 0.946, 9.153)  0.09
H (-2.721, 0.231, 8.747)  0.08
H (1.942, -1.129, 9.087)  0.10
H (2.001, 0.638, 9.206)  0.10
H (0.460, -0.217, 9.454)  0.05
H (2.572, -0.895, 5.995)  0.04
H (2.714, 0.863, 6.301)  0.01
H (3.283, -0.297, 7.515)  0.08


(2)
Molecular formula: C6H13O2
Method: DFT, wB97M-V/def2-TZVPD

Results
- orbital gap (eV) = 7.9076
- energy above the lowest of the compared OMol25 structures with the same formula, charge and spin (kJ/mol) = 205.9
- charge = -1

Last column: Löwdin charge in e.
Element x y z (Å)
C (-0.433, -1.461, -0.700)  -0.23
C (-1.775, -1.745, -1.616)  -0.11
C (0.810, -1.208, -1.615)  -0.12
H (-0.603, -0.408, -0.273)  0.08
H (-0.149, -2.504, -0.294)  0.11
H (-2.387, -2.406, -1.019)  0.03
H (1.658, -1.813, -1.214)  0.08
H (-1.487, -2.296, -2.479)  0.02
H (-2.389, -0.861, -1.914)  0.07
H (0.640, -1.392, -2.589)  0.01
H (1.175, -0.256, -1.498)  0.01
C (0.410, 1.006, 1.536)  -0.22
C (0.357, 2.154, 2.492)  -0.14
C (0.718, 1.558, 0.118)  -0.84
O (1.917, 1.722, -0.052)  -0.05
O (-0.277, 1.734, -0.573)  -0.05
H (1.314, 0.364, 1.892)  0.13
H (-0.485, 0.514, 1.515)  0.04
H (-0.681, 2.664, 2.559)  0.10
H (1.077, 2.819, 2.204)  0.03
H (0.587, 1.816, 3.520)  0.06


(3)
Molecular formula: C4H5N3O2
Method: DFT, wB97M-V/def2-TZVPD

Results
- orbital gap (eV) = 10.1768
- energy above the lowest of the compared OMol25 structures with the same formula, charge and spin (kJ/mol) = 1112.7
- charge = 0

Last column: Löwdin charge in e.
Element x y z (Å)
C (0.095, -1.359, 0.317)  -0.37
C (0.140, -0.183, 1.000)  -0.24
C (-0.105, 1.241, 0.436)  -0.24
C (0.721, 1.782, -0.423)  -0.09
H (-0.242, 0.438, -2.009)  0.16
H (-0.084, -1.991, -1.786)  0.14
H (-0.957, 1.824, 1.144)  0.17
H (1.841, 1.310, -0.986)  0.18
H (-0.127, 3.006, -0.639)  0.19
N (0.084, -1.174, -1.144)  0.02
N (-0.076, -2.427, 0.974)  0.20
N (-0.123, -0.540, 2.232)  0.10
O (-0.988, -0.097, -1.398)  -0.15
O (-0.179, -1.830, 2.283)  -0.06


(4)
Molecular formula: C20H29Cl48NP
Method: DFT, wB97M-V/def2-TZVPD

Results
- orbital gap (eV) = 8.8067
- charge = +1

Last column: Löwdin charge in e.
Element x y z (Å)
C (-3.379, -2.537, 4.368)  -0.19
C (-2.179, -3.181, 3.399)  -0.43
P (-2.181, -2.144, 1.795)  0.92
N (-2.692, -3.074, 0.363)  -0.10
C (-0.548, -1.192, 1.522)  -0.41
C (-0.811, 0.347, 2.122)  -0.21
H (-3.828, -1.579, 3.816)  0.06
H (-4.274, -3.285, 4.482)  0.05
H (-2.941, -2.147, 5.390)  0.09
H (-2.368, -4.330, 3.225)  0.03
H (-1.156, -3.118, 4.010)  0.09
H (-2.062, -2.951, -0.473)  0.09
H (-3.640, -2.684, 0.074)  0.06
H (-2.846, -4.084, 0.623)  0.09
H (0.312, -1.667, 2.197)  0.10
H (-0.272, -1.146, 0.386)  0.06
H (-1.728, 0.762, 1.490)  0.01
H (-1.204, 0.183, 3.218)  0.08
H (0.141, 1.023, 2.052)  0.03
C (0.111, 4.310, 1.416)  -1.52
Cl (0.225, 2.980, 0.251)  0.52
Cl (-1.426, 5.170, 1.230)  0.51
Cl (0.289, 3.703, 3.071)  0.54
H (0.925, 5.012, 1.218)  -0.11
C (-2.920, -6.824, 4.763)  -1.53
Cl (-1.910, -5.605, 5.558)  0.56
Cl (-2.980, -8.308, 5.729)  0.55
Cl (-4.553, -6.194, 4.486)  0.53
H (-2.474, -7.062, 3.794)  0.02
C (4.206, 5.511, 1.434)  -1.49
Cl (4.319, 4.181, 0.268)  0.53
Cl (2.669, 6.372, 1.248)  0.56
Cl (4.383, 4.905, 3.089)  0.53
H (5.020, 6.213, 1.235)  0.03
C (-4.245, -4.766, -2.912)  -1.54
Cl (-2.825, -3.734, -3.152)  0.53
Cl (-4.209, -6.144, -4.025)  0.54
Cl (-4.331, -5.324, -1.233)  0.55
H (-5.140, -4.175, -3.124)  -0.13
C (1.314, -2.958, -4.163)  -1.51
Cl (1.114, -2.267, -5.782)  0.53
Cl (0.286, -2.112, -2.994)  0.48
Cl (0.945, -4.691, -4.176)  0.49
H (2.357, -2.830, -3.860)  -0.01
C (1.726, 10.314, 2.588)  -1.50
Cl (0.684, 8.882, 2.521)  0.51
Cl (1.142, 11.451, 3.815)  0.51
Cl (3.403, 9.848, 2.920)  0.51
H (1.692, 10.810, 1.615)  0.02
C (3.595, 7.382, 5.928)  -1.56
Cl (2.553, 5.950, 5.861)  0.49
Cl (3.011, 8.519, 7.155)  0.52
Cl (5.272, 6.916, 6.260)  0.51
H (3.561, 7.878, 4.955)  -0.04
C (1.688, -8.240, -6.471)  -1.53
Cl (1.414, -6.639, -7.177)  0.51
Cl (3.423, -8.558, -6.303)  0.50
Cl (0.877, -8.375, -4.902)  0.50
H (1.264, -8.990, -7.144)  -0.01
C (3.693, -5.787, -1.295)  -1.52
Cl (2.134, -5.697, -0.458)  0.49
Cl (3.546, -6.740, -2.782)  0.50
Cl (4.300, -4.162, -1.655)  0.52
H (4.410, -6.284, -0.637)  0.02
C (3.974, -12.502, -7.600)  -1.54
Cl (4.087, -13.833, -8.765)  0.53
Cl (2.436, -11.642, -7.786)  0.51
Cl (4.151, -13.109, -5.945)  0.52
H (4.787, -11.801, -7.798)  0.02
C (5.016, 12.349, 6.047)  -1.54
Cl (5.431, 10.710, 5.517)  0.50
Cl (3.418, 12.814, 5.439)  0.49
Cl (5.066, 12.463, 7.814)  0.51
H (5.756, 13.041, 5.636)  -0.02
C (4.557, 16.622, 7.038)  -1.52
Cl (3.343, 16.644, 5.748)  0.51
Cl (5.885, 15.525, 6.624)  0.54
Cl (5.171, 18.256, 7.343)  0.53
H (4.081, 16.256, 7.952)  0.02
C (-3.911, 1.406, -0.671)  -1.50
Cl (-4.820, 1.479, -2.189)  0.54
Cl (-2.697, 0.117, -0.734)  0.54
Cl (-3.144, 2.966, -0.329)  0.52
H (-4.610, 1.181, 0.139)  0.02
C (-7.669, -7.122, -6.619)  -1.53
Cl (-7.240, -6.073, -7.981)  0.52
Cl (-6.749, -8.634, -6.685)  0.52
Cl (-7.388, -6.289, -5.080)  0.48
H (-8.733, -7.362, -6.691)  0.02
C (4.003, 0.016, -7.052)  -1.54
Cl (4.444, -1.285, -5.933)  0.50
Cl (4.302, 1.599, -6.315)  0.52
Cl (4.898, -0.142, -8.573)  0.53
H (2.935, -0.066, -7.271)  0.00
C (-7.620, -2.186, -1.455)  -1.48
Cl (-6.439, -1.883, -0.170)  0.52
Cl (-8.272, -0.660, -2.074)  0.55
Cl (-6.886, -3.126, -2.766)  0.61
H (-8.444, -2.768, -1.035)  0.03


(5)
Molecular formula: C29H33BrGeN3ORu
Method: DFT, wB97M-V/def2-TZVPD

Results
- orbital gap (spin up / spin down) (eV) = 6.0601 / 6.0589
- energy above the lowest of the compared OMol25 structures with the same formula, charge and spin (kJ/mol) = 28.8
- charge = +1

Last column: Löwdin charge in e.
Element x y z (Å)
Ru (-0.473, 0.723, -0.046)  1.09
Br (3.645, -3.281, 4.506)  0.80
C (2.410, -2.135, 3.631)  -0.67
C (1.345, -1.567, 4.409)  -0.06
C (0.465, -0.712, 3.839)  0.02
C (0.540, -0.359, 2.463)  -0.30
O (-0.240, 0.487, 1.999)  -0.06
C (1.607, -1.011, 1.567)  -0.37
C (2.337, 0.182, 0.973)  -0.03
N (1.748, 0.863, 0.082)  0.03
C (2.304, 2.009, -0.494)  -0.21
C (3.609, 2.110, -0.914)  0.01
C (4.055, 3.275, -1.558)  -0.05
C (3.211, 4.334, -1.750)  -0.01
C (1.866, 4.266, -1.322)  -0.14
C (0.934, 5.313, -1.484)  0.02
C (-0.349, 5.148, -1.040)  -0.02
C (-0.725, 3.932, -0.451)  -0.09
N (0.113, 2.928, -0.299)  0.05
C (1.402, 3.079, -0.710)  -0.17
C (2.557, -1.881, 2.326)  -0.10
H (1.247, -1.827, 5.454)  0.12
H (-0.341, -0.278, 4.418)  0.14
H (3.289, 0.499, 1.401)  0.16
H (4.276, 1.268, -0.776)  0.12
H (5.080, 3.325, -1.902)  0.12
H (3.564, 5.234, -2.238)  0.12
H (1.249, 6.239, -1.949)  0.13
H (-1.083, 5.936, -1.140)  0.12
H (-1.730, 3.771, -0.082)  0.13
H (3.374, -2.320, 1.767)  0.13
C (-1.049, -0.786, -2.564)  -0.08
N (-0.970, 0.635, -2.181)  -0.36
C (-0.014, 1.300, -3.075)  -0.07
C (-2.317, 1.241, -2.314)  -0.16
C (-3.166, 0.849, -1.135)  -0.27
C (-4.553, 0.879, -1.185)  -0.05
C (-5.294, 0.547, -0.059)  -0.09
C (-4.643, 0.191, 1.113)  -0.10
C (-3.254, 0.167, 1.160)  -0.12
C (-2.487, 0.500, 0.044)  -0.23
H (-1.323, -0.881, -3.620)  0.10
H (-1.804, -1.287, -1.962)  0.09
H (-0.083, -1.265, -2.408)  0.08
H (-0.286, 1.137, -4.124)  0.10
H (0.985, 0.898, -2.908)  0.09
H (0.001, 2.371, -2.885)  0.08
H (-2.775, 0.939, -3.263)  0.13
H (-2.202, 2.329, -2.335)  0.12
H (-5.059, 1.160, -2.103)  0.11
H (-6.375, 0.563, -0.100)  0.10
H (-5.220, -0.067, 1.993)  0.10
H (-2.761, -0.103, 2.089)  0.08
C (-1.011, -3.630, 2.271)  -0.19
Ge (0.282, -3.691, 0.796)  0.85
C (1.756, -4.929, 1.194)  -0.20
C (-0.536, -4.211, -0.920)  -0.21
C (0.936, -1.833, 0.424)  -0.19
H (-1.521, -4.589, 2.356)  0.03
H (-1.760, -2.852, 2.114)  0.02
H (-0.498, -3.434, 3.213)  0.01
H (1.386, -5.945, 1.053)  0.03
H (2.099, -4.835, 2.224)  -0.01
H (2.607, -4.786, 0.527)  0.03
H (-0.726, -5.285, -0.926)  0.02
H (0.140, -3.991, -1.749)  0.02
H (-1.483, -3.702, -1.097)  0.02
H (1.634, -1.885, -0.412)  0.09
H (0.059, -1.271, 0.073)  0.02


(6)
Molecular formula: C23H36BrN3O11P
Method: DFT, wB97M-V/def2-TZVPD

Results
- orbital gap (eV) = 7.3858
- charge = +1

Last column: Löwdin charge in e.
Element x y z (Å)
C (-0.242, -0.348, 0.794)  0.19
C (0.262, -0.487, -0.284)  -0.09
C (0.580, -0.482, -1.706)  -0.18
C (0.115, -1.575, -2.462)  -0.14
N (-0.604, -2.655, -1.881)  0.21
C (0.126, -3.660, -1.885)  -0.25
O (0.810, -4.581, -1.891)  0.28
C (0.407, -1.488, -3.855)  -0.14
C (-0.063, -2.537, -4.836)  -0.61
Br (1.137, -2.661, -6.378)  0.80
C (-1.479, -2.142, -5.393)  -0.25
C (-2.366, -1.356, -4.394)  -0.09
C (1.149, -0.329, -4.204)  -0.06
N (1.591, 0.639, -3.444)  0.11
N (1.277, 0.559, -2.162)  -0.17
P (1.784, 1.900, -1.034)  0.96
C (3.156, 1.291, 0.024)  -0.22
O (2.500, 3.067, -1.933)  -0.27
H (-0.846, -0.227, 1.678)  0.08
H (-0.133, -3.514, -4.349)  0.09
H (-2.034, -3.041, -5.686)  0.12
H (-1.363, -1.504, -6.281)  0.10
H (-3.407, -1.372, -4.744)  0.09
H (-2.383, -1.802, -3.387)  0.05
H (-2.064, -0.300, -4.314)  0.08
H (1.397, -0.227, -5.265)  0.10
H (2.997, 0.271, 0.396)  0.04
H (4.099, 1.342, -0.546)  0.06
H (3.232, 1.966, 0.889)  0.06
H (1.963, 3.275, -2.713)  0.07
C (4.770, 5.097, -0.376)  -0.08
C (6.037, 5.591, 0.289)  -0.21
O (5.748, 6.612, 1.249)  0.04
C (5.323, 6.173, 2.435)  -0.61
O (5.174, 5.020, 2.752)  0.11
O (5.080, 7.231, 3.204)  0.01
C (4.564, 6.911, 4.499)  -0.04
H (4.208, 5.932, -0.799)  0.09
H (5.004, 4.389, -1.172)  0.07
H (4.116, 4.603, 0.345)  0.06
H (6.694, 6.044, -0.452)  0.13
H (6.588, 4.772, 0.754)  0.12
H (5.203, 6.193, 5.009)  0.10
H (3.549, 6.525, 4.413)  0.10
H (4.543, 7.834, 5.073)  0.10
C (0.357, -3.558, 2.996)  -0.06
C (1.610, -3.035, 3.667)  -0.22
O (1.285, -2.128, 4.725)  0.03
C (0.938, -2.703, 5.883)  -0.61
O (0.891, -3.884, 6.096)  0.13
O (0.645, -1.737, 6.751)  0.01
C (0.205, -2.211, 8.028)  -0.03
H (-0.276, -2.729, 2.671)  0.06
H (0.611, -4.171, 2.130)  0.08
H (-0.234, -4.163, 3.683)  0.08
H (2.205, -2.468, 2.952)  0.11
H (2.234, -3.849, 4.035)  0.13
H (0.915, -2.918, 8.450)  0.10
H (-0.780, -2.668, 7.938)  0.10
H (0.135, -1.347, 8.684)  0.10
C (-4.953, -3.157, -1.046)  -0.06
C (-4.866, -1.645, -1.090)  -0.22
O (-5.713, -1.114, -2.113)  0.03
C (-7.005, -1.001, -1.783)  -0.61
O (-7.489, -1.292, -0.722)  0.13
O (-7.659, -0.521, -2.838)  0.01
C (-9.072, -0.397, -2.645)  -0.03
H (-4.752, -3.580, -2.032)  0.08
H (-4.234, -3.563, -0.333)  0.08
H (-5.950, -3.482, -0.752)  0.08
H (-3.849, -1.343, -1.344)  0.10
H (-5.103, -1.205, -0.121)  0.12
H (-9.296, 0.177, -1.748)  0.10
H (-9.531, -1.383, -2.591)  0.10
H (-9.469, 0.131, -3.508)  0.09


The records above yield calculated total energy values of -90994.7642 -10527.5704 -12784.3421 -633055.5929 -166260.3220 -130750.1962 eV, respectively.